{"formula": "C31H54BO35", "method": "wB97M-V/def2-TZVPD", "e_lumo_ev": 2.2, "homo_ev": -7.784, "charge": -1, "energy_ev": -105369.822, "species": ["O", "C", "O", "B", "O", "C", "O", "O", "C", "O", "C", "O", "O", "C", "O", "C", "O", "O", "C", "H", "H", "H", "H", "H", "H", "C", "O", "C", "O", "O", "C", "H", "H", "H", "H", "H", "H", "C", "O", "C", "O", "O", "C", "H", "H", "H", "H", "H", "H", "C", "O", "C", "O", "O", "C", "H", "H", "H", "H", "H", "H", "C", "O", "C", "O", "O", "C", "H", "H", "H", "H", "H", "H", "C", "O", "C", "O", "O", "C", "H", "H", "H", "H", "H", "H", "C", "O", "C", "O", "O", "C", "H", "H", "H", "H", "H", "H", "C", "O", "C", "O", "O", "C", "H", "H", "H", "H", "H", "H", "C", "O", "C", "O", "O", "C", "H", "H", "H", "H", "H", "H"], "coordinates": [[10.27203, -21.69537, 0.53907], [10.35654, -20.71164, -0.13718], [9.52463, -20.33164, -1.08400], [10.05564, -19.11464, -1.73654], [11.17143, -18.67587, -0.86774], [11.41430, -19.60355, 0.04210], [12.29495, -19.57983, 0.85001], [9.03378, -18.11468, -1.97448], [8.87344, -17.89020, -3.27489], [8.11952, -17.08656, -3.73584], [9.94399, -18.75615, -3.99029], [10.59478, -19.44520, -3.08202], [10.15174, -18.84092, -5.16913], [7.78268, -18.53077, -7.53064], [7.05949, -19.56011, -6.86906], [7.05560, -20.77747, -7.41259], [7.70166, -21.16159, -8.34064], [6.21239, -21.51934, -6.68260], [6.36893, -22.92869, -6.75437], [8.78830, -18.82659, -7.83435], [7.97345, -17.83000, -6.71785], [7.26313, -18.04002, -8.34903], [6.01125, -23.31002, -7.70798], [5.90375, -23.33407, -5.86436], [7.43418, -23.17496, -6.70580], [14.27675, -19.81806, -2.33126], [13.74115, -18.53105, -2.46477], [13.83217, -17.91582, -3.63660], [14.35724, -18.33794, -4.63137], [13.22810, -16.74758, -3.49563], [12.81975, -16.01815, -4.64772], [13.83616, -20.26901, -1.44709], [15.36328, -19.87031, -2.27964], [13.94363, -20.42105, -3.18323], [13.69665, -15.52295, -5.05954], [12.06784, -15.30007, -4.33537], [12.36408, -16.68569, -5.37623], [6.49511, -13.03111, -7.37713], [6.37155, -14.42956, -7.15188], [5.78933, -14.78320, -6.01393], [5.49795, -14.03200, -5.12261], [5.67718, -16.10586, -6.00207], [4.80795, -16.70033, -5.06084], [7.26379, -12.87201, -8.12152], [6.79000, -12.53744, -6.44955], [5.54278, -12.59740, -7.68737], [3.80693, -16.85238, -5.45650], [4.73770, -16.09287, -4.15308], [5.25951, -17.61757, -4.69658], [6.37290, -20.26193, -3.41987], [6.49636, -19.89435, -2.05477], [5.61736, -19.05499, -1.52169], [4.85808, -18.35031, -2.13157], [5.82026, -19.03333, -0.20752], [4.89230, -18.24521, 0.55261], [5.80463, -19.57212, -4.04043], [5.82032, -21.20221, -3.50446], [7.37938, -20.36195, -3.81527], [3.93542, -18.76882, 0.58221], [4.72811, -17.27183, 0.09563], [5.32367, -18.16038, 1.54207], [6.76973, -14.91392, -2.15510], [6.19567, -13.66389, -1.71597], [6.60313, -13.21519, -0.54665], [7.55863, -13.58881, 0.07444], [5.76930, -12.24720, -0.14329], [6.23943, -11.44524, 0.91060], [6.54330, -15.69996, -1.43723], [7.84639, -14.77036, -2.22118], [6.37646, -15.15152, -3.12936], [5.44335, -10.78337, 1.24149], [7.11890, -10.88290, 0.60427], [6.47055, -12.07216, 1.77699], [3.33850, -25.24356, 0.66952], [4.69380, -24.99482, 0.31647], [5.04997, -23.70844, 0.37113], [4.30958, -22.79557, 0.63722], [6.33546, -23.63159, 0.09374], [6.97181, -22.35083, 0.08756], [3.06874, -24.76269, 1.61044], [3.22027, -26.31729, 0.73543], [2.69082, -24.79346, -0.08618], [6.32668, -21.54271, 0.44422], [7.12815, -22.10968, -0.96049], [7.85968, -22.31532, 0.70705], [8.90307, -16.43605, 6.40746], [9.17057, -15.57056, 5.30643], [9.92027, -16.00639, 4.28401], [10.15052, -15.32842, 3.33046], [10.35160, -17.25687, 4.48104], [11.37709, -17.71181, 3.60765], [9.81349, -16.92316, 6.74929], [8.17290, -17.20097, 6.14817], [8.52063, -15.77469, 7.17937], [11.63407, -18.72430, 3.92804], [12.25153, -17.07512, 3.70153], [11.07810, -17.88281, 2.57465], [14.79224, -24.43291, 6.13760], [13.70918, -23.60699, 5.77176], [13.67602, -23.08930, 4.55059], [14.63458, -22.90118, 3.84640], [12.42011, -22.82117, 4.23025], [12.19575, -22.02498, 3.05761], [15.74881, -23.94139, 5.94641], [14.75813, -25.35157, 5.55065], [14.71030, -24.63148, 7.19961], [12.86420, -22.24755, 2.23283], [12.31549, -20.97830, 3.33328], [11.17508, -22.22233, 2.75828], [10.07232, -15.76824, -7.01883], [11.36279, -15.16781, -7.17059], [11.41268, -13.86045, -7.32719], [10.52640, -13.13564, -7.68675], [12.61992, -13.44222, -6.92696], [12.85197, -12.04601, -6.91246], [9.59466, -15.28738, -6.16198], [10.17805, -16.84038, -6.93391], [9.40194, -15.51476, -7.84347], [12.74308, -11.68874, -5.88752], [12.19093, -11.49964, -7.58277], [13.87214, -11.83554, -7.23315]], "lowdin_charge": [0.136, -0.377, 0.233, -0.878, 0.236, -0.394, 0.140, 0.248, -0.362, 0.154, -0.387, 0.234, 0.137, -0.046, 0.003, -0.613, 0.142, -0.020, -0.044, 0.095, 0.073, 0.102, 0.094, 0.090, 0.100, -0.044, 0.003, -0.623, 0.132, 0.008, -0.031, 0.086, 0.097, 0.103, 0.098, 0.098, 0.087, -0.038, 0.001, -0.616, 0.124, 0.004, -0.032, 0.089, 0.096, 0.096, 0.101, 0.086, 0.067, -0.018, -0.007, -0.606, 0.125, 0.001, -0.021, 0.077, 0.100, 0.100, 0.099, 0.088, 0.093, -0.012, 0.018, -0.635, 0.135, -0.006, -0.068, 0.098, 0.099, 0.052, 0.088, 0.098, 0.096, -0.054, -0.001, -0.625, 0.113, 0.023, -0.009, 0.093, 0.089, 0.096, 0.083, 0.091, 0.084, -0.051, 0.000, -0.614, 0.156, -0.030, -0.024, 0.091, 0.096, 0.091, 0.082, 0.106, 0.090, -0.053, -0.006, -0.630, 0.123, 0.010, -0.024, 0.092, 0.099, 0.089, 0.096, 0.082, 0.080, -0.017, -0.007, -0.621, 0.123, -0.002, -0.048, 0.108, 0.075, 0.095, 0.098, 0.089, 0.090]}